#A
Entry from the OMol25 dataset: a molecular structure, C6H15N (wB97M-V/def2-TZVPD).

Geometry as ORCA input:
```
! RIJCOSX wB97M-V def2-TZVPD def2/J DEFGRID3
* xyz 0 1
C -1.255 1.181 0.509
C -1.344 0.116 -0.392
C -3.329 -0.042 -0.584
C -1.014 -1.270 -0.130
C 1.127 -0.556 1.528
N 1.912 -1.352 0.807
C 3.996 0.627 -0.760
H -1.765 0.952 1.452
H -1.411 2.147 0.088
H -1.161 0.375 -1.491
H -4.056 -0.687 -0.164
H -3.534 0.278 -1.569
H -3.110 0.827 0.114
H -1.448 -1.929 -0.878
H -1.351 -1.553 0.905
H 0.102 -1.370 -0.143
H 0.513 0.154 1.020
H 1.162 -0.521 2.686
H 4.563 0.015 -1.421
H 3.316 1.330 -1.293
H 4.732 1.290 -0.232
H 3.355 -0.012 -0.055
*
```

- orbital gap (eV) = 4.29

Per-atom Mulliken charges, elementary charge units: -1.16 0.47 -1.06 -1.31 0.18 -0.59 -0.74 0.43 0.30 0.22 0.37 0.32 0.34 0.37 0.30 0.42 0.11 0.27 0.25 0.19 0.24 0.08


#B
Entry from the OMol25 dataset: a single C6H15N molecule (wB97M-V/def2-TZVPD).

Geometry as ORCA input:
```
! RIJCOSX wB97M-V def2-TZVPD def2/J DEFGRID3
* xyz 0 1
C -0.408 -0.695 -1.160
N -0.857 0.437 -0.354
C -1.548 0.019 0.867
C -1.833 1.472 1.679
C 0.706 -1.472 -0.369
C 2.163 0.458 -0.971
C 1.710 -0.471 0.203
H -0.235 -0.285 -2.113
H -1.242 -1.293 -1.349
H 0.024 0.995 0.120
H -0.926 -0.679 1.349
H -2.506 -0.300 0.599
H -2.530 1.886 0.875
H -2.474 1.306 2.577
H -1.114 2.254 1.835
H 0.323 -2.024 0.374
H 1.377 -2.143 -0.976
H 2.433 0.023 -2.112
H 3.015 1.088 -0.601
H 1.208 1.010 -1.266
H 1.277 0.228 0.961
H 2.627 -0.996 0.703
*
```

- orbital gap (eV) = 9.95
- SMILES = CCCCNCC

Per-atom Mulliken charges, elementary charge units: -0.96 -0.43 -0.61 -1.00 -0.56 -0.87 -0.66 0.39 0.42 0.20 0.40 0.41 0.27 0.32 0.35 0.41 0.37 0.25 0.30 0.30 0.34 0.37


What should be chosen as the most stable of them? Choose #B.


#A
Entry from the OMol25 dataset: a single C6H15N molecule (wB97M-V/def2-TZVPD).

Geometry as ORCA input:
```
! RIJCOSX wB97M-V def2-TZVPD def2/J DEFGRID3
* xyz 0 1
C 1.681 -1.564 -0.375
C 0.660 -1.118 0.686
N -0.218 -0.029 0.351
C -1.660 -0.270 0.488
C -2.274 -0.309 -0.925
C 0.188 1.321 0.675
C 1.241 1.901 -0.303
H 1.965 -0.788 -1.087
H 2.637 -1.882 0.035
H 1.245 -2.357 -0.987
H 1.211 -0.941 1.626
H 0.038 -1.990 0.903
H -1.837 -1.180 1.054
H -2.122 0.581 0.983
H -1.922 -1.230 -1.391
H -3.363 -0.301 -0.923
H -1.851 0.566 -1.412
H -0.657 1.987 0.536
H 0.571 1.441 1.695
H 2.009 1.179 -0.551
H 0.756 2.225 -1.221
H 1.702 2.759 0.145
*
```

- orbital gap (eV) = 9.23
- SMILES = CCN(CC)CC

Per-atom Mulliken charges, elementary charge units: -1.13 -0.66 0.39 -0.80 -0.99 -0.63 -1.13 0.29 0.33 0.31 0.31 0.37 0.44 0.41 0.24 0.39 0.24 0.33 0.40 0.25 0.26 0.38


#B
Entry from the OMol25 dataset: a single C6H15N molecule (wB97M-V/def2-TZVPD).

Geometry as ORCA input:
```
! RIJCOSX wB97M-V def2-TZVPD def2/J DEFGRID3
* xyz 0 1
C 1.147 0.886 1.971
N 0.584 -0.208 1.146
C -0.375 0.093 0.103
C -0.585 -1.124 -0.782
C 0.670 -1.406 -1.640
C -1.832 -0.999 -1.648
C 0.801 2.288 1.495
H 2.227 0.766 1.942
H 0.837 0.749 3.005
H 0.178 -0.932 1.724
H -1.360 0.390 0.499
H -0.046 0.925 -0.516
H -0.725 -2.004 -0.148
H 0.856 -2.478 -1.693
H 0.480 -1.089 -2.669
H 1.527 -0.874 -1.240
H -2.671 -0.503 -1.151
H -2.209 -1.976 -1.954
H -1.652 -0.437 -2.562
H -0.278 2.398 1.375
H 1.273 2.509 0.539
H 1.153 3.027 2.207
*
```

- orbital gap (eV) = 9.56
- SMILES = CCNCC(C)C

Per-atom Mulliken charges, elementary charge units: -0.35 -0.25 -1.16 0.91 -1.30 -1.60 -1.12 0.25 0.31 0.23 0.38 0.41 0.26 0.30 0.32 0.34 0.36 0.38 0.36 0.31 0.29 0.36


#C
Entry from the OMol25 dataset: 3 unconnected molecules or ions with the total composition C6H15N (wB97M-V/def2-TZVPD).

Geometry as ORCA input:
```
! RIJCOSX wB97M-V def2-TZVPD def2/J DEFGRID3
* xyz 0 1
C -1.392 0.598 0.104
C -0.050 0.923 0.359
C 0.849 0.370 1.336
C 0.282 -0.147 2.630
C 2.162 0.443 1.142
C 0.929 -1.038 -1.733
N -2.106 -0.176 -2.307
H -2.051 1.449 0.252
H -1.555 0.150 -1.064
H -1.798 -0.247 0.666
H 0.327 1.583 -0.422
H 0.842 -0.098 -2.268
H 0.546 -1.182 2.841
H 0.600 0.437 3.497
H -0.805 -0.081 2.633
H 2.541 0.999 0.301
H 2.783 0.049 1.930
H 1.466 -1.739 -2.372
H -0.051 -1.443 -1.516
H 1.512 -0.855 -0.841
H -3.044 -0.503 -2.123
H -1.987 0.507 -3.047
*
```

- orbital gap (eV) = 6.43

Per-atom Mulliken charges, elementary charge units: -0.84 -0.22 0.94 -1.36 -1.10 -0.95 -0.73 0.30 0.14 0.36 0.43 0.23 0.32 0.34 0.37 0.34 0.33 0.36 0.25 0.16 0.18 0.16


#D
Entry from the OMol25 dataset: a single C6H15N molecule (wB97M-V/def2-TZVPD).

Geometry as ORCA input:
```
! RIJCOSX wB97M-V def2-TZVPD def2/J DEFGRID3
* xyz 0 1
C 1.729 0.407 -0.804
C 3.109 -0.115 -0.373
C 0.577 -0.568 -0.515
N -0.577 0.110 0.073
C -1.806 -0.641 -0.041
C -3.009 0.312 -0.207
C -0.347 0.498 1.450
H 1.620 1.338 -0.255
H 1.737 0.638 -1.865
H 3.811 0.724 -0.357
H 3.077 -0.559 0.622
H 3.601 -0.804 -1.065
H 0.235 -1.003 -1.449
H 0.950 -1.363 0.143
H -1.972 -1.216 0.883
H -1.874 -1.340 -0.870
H -3.046 1.111 0.530
H -2.871 0.782 -1.178
H -3.971 -0.198 -0.183
H 0.582 1.053 1.562
H -0.416 -0.351 2.131
H -1.138 1.185 1.767
*
```

- orbital gap (eV) = 9.58
- SMILES = CCCN(C)CC

Per-atom Mulliken charges, elementary charge units: -0.27 -1.26 -0.69 0.10 -0.43 -1.22 -1.10 0.29 0.29 0.35 0.35 0.33 0.35 0.26 0.29 0.39 0.29 0.30 0.39 0.33 0.38 0.28


What should be chosen as the most stable of them? Choose #B.


#A
Entry from the OMol25 dataset: a molecular structure, C6H15N (wB97M-V/def2-TZVPD).

Geometry as ORCA input:
```
! RIJCOSX wB97M-V def2-TZVPD def2/J DEFGRID3
* xyz 0 1
C 1.654 -1.753 -1.565
C 0.336 -1.933 -0.816
N -0.712 -0.941 -0.802
C 0.662 2.241 0.926
C 1.785 1.268 1.067
C -1.522 -0.425 0.353
C -2.568 0.717 -0.009
H 1.635 -2.000 -2.653
H 1.729 -0.680 -1.265
H 2.556 -2.327 -1.188
H 0.714 -2.211 0.204
H -0.156 -2.788 -1.339
H -0.002 2.661 1.721
H 0.352 2.713 -0.013
H 1.935 0.785 1.991
H 0.486 0.971 0.878
H 2.689 1.810 0.616
H -2.071 -1.241 0.849
H -1.055 0.118 1.294
H -2.083 1.693 0.157
H -2.916 0.675 -1.060
H -3.447 0.645 0.656
*
```

- orbital gap (eV) = 4.33

Per-atom Mulliken charges, elementary charge units: -0.81 -0.36 -0.53 -0.34 -0.86 -0.16 -0.89 0.25 0.18 0.27 0.22 0.33 0.27 0.25 0.29 0.17 0.29 0.44 0.23 0.13 0.32 0.30


#B
Entry from the OMol25 dataset: a single C6H15N molecule (wB97M-V/def2-TZVPD).

Geometry as ORCA input:
```
! RIJCOSX wB97M-V def2-TZVPD def2/J DEFGRID3
* xyz 0 1
C 0.884 1.221 0.806
C 2.087 1.858 1.469
C 0.925 -0.300 0.944
N -0.202 -0.990 0.384
C -2.233 0.020 -0.609
C -0.820 -0.559 -0.886
C -0.895 -1.735 -1.844
H 0.885 1.435 -0.260
H -0.083 1.576 1.186
H 1.980 2.887 1.799
H 2.935 1.846 0.776
H 2.419 1.282 2.339
H 1.921 -0.676 0.629
H 0.975 -0.519 2.010
H -0.106 -1.993 0.366
H -2.955 -0.806 -0.560
H -2.536 0.743 -1.369
H -2.223 0.500 0.360
H -0.240 0.272 -1.276
H -1.211 -1.394 -2.834
H -1.592 -2.485 -1.453
H 0.086 -2.182 -1.976
*
```

- orbital gap (eV) = 9.41
- SMILES = CCCNC(C)C

Per-atom Mulliken charges, elementary charge units: 0.00 -1.32 -0.71 -0.32 -1.31 0.78 -1.57 0.19 0.20 0.37 0.32 0.31 0.29 0.36 0.23 0.30 0.32 0.36 0.02 0.39 0.37 0.43


#C
Entry from the OMol25 dataset: a single C6H15N molecule (wB97M-V/def2-TZVPD).

Geometry as ORCA input:
```
! RIJCOSX wB97M-V def2-TZVPD def2/J DEFGRID3
* xyz 0 1
C 0.065 1.785 1.748
C 0.463 1.355 0.345
N -0.110 0.142 -0.291
C 0.012 -1.077 0.523
C -0.921 -1.248 1.711
C 0.655 -0.053 -1.527
C -0.199 -0.775 -2.595
H 0.497 1.167 2.529
H 0.427 2.788 1.930
H -1.012 1.777 1.855
H 1.558 1.305 0.277
H 0.157 2.185 -0.283
H -0.222 -1.934 -0.114
H 1.070 -1.192 0.818
H -1.945 -1.534 1.494
H -0.476 -1.987 2.391
H -1.044 -0.368 2.345
H 1.044 0.883 -1.911
H 1.465 -0.772 -1.329
H -0.859 -1.474 -2.077
H -0.798 -0.105 -3.203
H 0.424 -1.328 -3.305
*
```

- orbital gap (eV) = 9.73
- SMILES = CCN(CC)CC

Per-atom Mulliken charges, elementary charge units: -1.54 -0.32 -0.07 -0.37 -1.27 -0.44 -1.17 0.34 0.41 0.38 0.41 0.34 0.31 0.35 0.33 0.34 0.26 0.48 0.30 0.28 0.32 0.34


What should be chosen as the most stable of them? Choose #B.